# 1
The molecule C2H2N2O2, computed with ωB97M-V with the def2-TZVPD basis set.

Cartesian coordinates (Å):
O (-1.736162, -0.098198, -0.005662)
O (0.241411, -1.224863, -0.047077)
N (1.669105, -0.874260, -0.019518)
N (1.645959, 0.361890, 0.053276)
C (-0.408233, -0.134093, -0.051135)
C (0.425967, 0.912881, -0.021377)
H (0.271416, 2.011182, -0.153537)
H (-2.109466, -0.954539, 0.245032)

Cartesian forces (eV/Å) of the 3 atoms listed first:
O -0.3 -0.2 -0.1
O 0.2 -2.8 -0.2
N -0.7 0.6 0.6

Calculated values
E_HOMO = -9.79 eV
Kohn-Sham gap = 10.2 eV
SMILES string = Oc1cnno1
E = -337.33015 Eh
Net charge = 0

These are the Mulliken partial charges, in e, on atoms 1 to 2: -0.479, -0.192



# 2
The ion C7H12NO4S2 with charge -1, computed with ωB97M-V with the def2-TZVPD basis set.

Cartesian coordinates (Å):
S (0.658126, -0.573565, -2.269803)
S (-2.704495, -2.100194, 0.697515)
O (-2.873921, -1.026795, 1.664173)
O (0.659923, -0.878307, -3.692433)
O (1.775019, -1.124744, -1.547706)
O (-3.364597, -1.851630, -0.622441)
N (1.048681, 1.102008, -2.218267)
C (-0.550728, 0.768196, -0.440912)
C (0.016559, 1.826334, -1.491423)
C (0.540646, 0.612507, 0.596544)
C (0.236088, -0.412009, 1.668752)
C (-0.834514, -1.972385, 0.125071)
C (0.334462, -1.789625, 1.043813)
C (-0.801011, -0.405972, -1.284254)
H (-0.775306, -2.965785, -0.470033)
H (0.800934, -0.375052, 2.651163)
H (1.245666, 1.331501, -3.169696)
H (-0.798058, 2.278620, -2.054959)
H (1.314421, -1.906324, 0.530110)
H (-1.562414, 1.157907, 0.067426)
H (0.726397, 1.605973, 0.958988)
H (0.515347, 2.605494, -0.875547)
H (-0.717455, -0.298737, 2.072624)
H (-1.673307, -0.894840, -1.676032)
H (0.302997, -2.641106, 1.846361)
H (1.456937, 0.301765, 0.109203)

Cartesian forces (eV/Å) of the 3 atoms listed first:
S 2.2 1.9 -0.5
S 1.1 -1.0 -1.5
O -0.3 1.3 1.0

Calculated values
E_HOMO = -3.86 eV
Kohn-Sham gap = 7.0 eV
SMILES string = O=S(=O)=CCCC[C@@H]1C=[S@@](=O)([O-])NC1
E = -1425.95737 Eh
Net charge = -1

These are the Mulliken partial charges, in e, on atoms 1 to 2: 1.084, 0.504



# 3
A cluster of 2 separate species, C8H16O2 in total, computed with ωB97M-V with the def2-TZVPD basis set.

Cartesian coordinates (Å):
O (-3.334542, -0.491233, -0.082100)
O (3.932171, 1.259466, 0.429707)
C (-3.136258, -2.320103, 1.501136)
C (1.060002, 0.803819, 0.152994)
C (-1.162588, -2.265906, -1.229397)
C (3.791659, 3.658414, 0.117370)
C (1.700797, 2.245104, 0.116416)
C (-2.651228, -2.510551, -1.080483)
C (3.211421, 2.276969, 0.326033)
C (-3.140778, -1.706321, 0.115052)
H (-0.619207, -3.130524, -1.646259)
H (3.126961, 4.491072, -0.168048)
H (-3.284867, -2.151220, -1.914044)
H (-2.077883, -2.443897, 1.785950)
H (-0.816416, -2.097930, -0.195692)
H (-3.652546, -1.761579, 2.299956)
H (-2.893652, -3.576963, -0.908932)
H (1.538457, 2.726905, -0.866917)
H (1.433754, 0.220662, 1.011392)
H (-0.042757, 0.790703, 0.172181)
H (-3.596777, -3.318739, 1.415935)
H (4.537861, 3.514068, -0.681975)
H (-0.919347, -1.374105, -1.831166)
H (1.274647, 2.910537, 0.891695)
H (1.401478, 0.319070, -0.777069)
H (4.319640, 3.932279, 1.046265)

Cartesian forces (eV/Å) of the 3 atoms listed first:
O 0.0 -2.4 0.8
O -1.9 2.8 0.1
C -0.3 -0.5 -0.2

Calculated values
E_HOMO = -9.57 eV
Kohn-Sham gap = 10.4 eV
SMILES string = CCC(C)=O.CCC(C)=O
E = -464.87143 Eh
Net charge = 0

These are the Mulliken partial charges, in e, on atoms 1 to 2: -0.582, -0.592



# 4
The ion C2H5N2O with charge +1, computed with ωB97M-V with the def2-TZVPD basis set.

Cartesian coordinates (Å):
O (-1.130610, 2.235954, -0.644161)
N (0.167053, 0.013480, 0.550925)
N (-0.832534, 1.278880, -1.318155)
C (0.423682, -1.127860, 1.114195)
C (0.044341, 0.232971, -0.965584)
H (0.773517, -2.140116, 0.884403)
H (0.126761, -1.107496, 2.157105)
H (0.965777, 0.664951, -1.576001)
H (-0.192037, -0.774857, -1.289993)
H (-0.345951, 0.724092, 1.087266)

Cartesian forces (eV/Å) of the 3 atoms listed first:
O 1.2 -2.2 0.4
N 0.4 -1.6 -1.3
N -2.4 1.8 -1.8

Calculated values
E_HOMO = -14.20 eV
Kohn-Sham gap = 8.0 eV
SMILES string = C=[NH+]CN=O
E = -263.52935 Eh
Net charge = +1

These are the Mulliken partial charges, in e, on atoms 1 to 2: -0.269, -0.112



# 5
A structure of composition C23H29BrHfN4OS, computed with ωB97M-V with the def2-TZVPD basis set.

Cartesian coordinates (Å):
Hf (-0.456314, -0.025626, -1.113186)
Br (-0.086703, -2.450483, -2.507882)
S (2.869309, -0.775238, -0.265955)
O (1.406422, -0.099884, -0.595977)
N (-1.451624, 0.876452, -2.864311)
N (-2.440510, 2.269805, -1.181796)
N (-1.627425, 1.731623, -0.395886)
N (-1.613603, -1.705358, -0.367280)
C (-2.345303, 1.859130, -2.524603)
C (-2.598300, 2.912474, 1.540578)
C (-3.146198, 2.497307, -3.437590)
C (-4.233887, -3.067920, 1.982927)
C (4.006629, -3.134715, 1.676009)
C (-3.026115, 2.146136, -4.788035)
C (4.144281, -1.646665, 1.964947)
C (-1.382396, -2.785030, -1.138004)
C (2.923334, -0.810352, 1.527768)
C (-2.112905, 1.172805, -5.154402)
C (-1.667114, 2.038519, 0.980415)
C (-2.527227, -1.811621, 0.637045)
C (4.033907, 0.514867, -0.731063)
C (-1.997388, -3.994060, -0.982459)
C (-1.646785, 2.403511, 3.700974)
C (-0.728156, 1.354140, 1.760738)
C (4.920337, 2.837607, -0.686214)
C (-1.349445, 0.558243, -4.176194)
C (-0.724587, 1.526120, 3.133009)
C (3.796339, 1.920012, -0.195037)
C (-3.215775, -2.989307, 0.884121)
C (-2.927786, -4.080224, 0.056945)
C (-2.570083, 3.093543, 2.911197)
H (-0.633294, -0.207767, -4.441620)
H (-3.269722, 3.775159, 3.376681)
H (-4.394615, -4.098739, 2.291417)
H (4.066859, 0.464498, -1.822318)
H (2.830710, 2.291726, -0.547510)
H (4.953426, 2.876842, -1.774884)
H (-1.779880, -4.837096, -1.625311)
H (4.758832, 3.848644, -0.318102)
H (4.872050, -3.669855, 2.062018)
H (-3.317325, 3.434264, 0.924106)
H (1.997390, -1.308265, 1.827382)
H (-3.438831, -5.023232, 0.220525)
H (-2.681854, -0.924105, 1.239919)
H (0.061828, 0.743138, 1.309271)
H (-5.188710, -2.671946, 1.630244)
H (4.976787, 0.078613, -0.374732)
H (4.230660, -1.465182, 3.038376)
H (3.954351, -3.355257, 0.607178)
H (3.779046, 1.917045, 0.895501)
H (-3.834772, 3.260506, -3.098693)
H (5.061816, -1.237909, 1.536524)
H (-1.981301, 0.881606, -6.188219)
H (-0.003822, 1.016830, 3.757713)
H (-1.640259, 2.561052, 4.772177)
H (2.942505, 0.216395, 1.890620)
H (3.124483, -3.553681, 2.162795)
H (-3.922927, -2.489988, 2.851749)
H (5.889516, 2.500977, -0.319658)
H (-3.637879, 2.639918, -5.533944)

Cartesian forces (eV/Å) of the 3 atoms listed first:
Hf 0.2 -0.3 0.3
Br 0.0 0.0 -0.1
S 0.0 0.1 -0.2

Calculated values
E_HOMO = -20.50 eV
Kohn-Sham gap = 6.3 eV
E = -4206.85491 Eh
Net charge = +4

These are the Mulliken partial charges, in e, on atoms 1 to 2: 0.435, -0.075



What did the first record say?
The molecule C2H2N2O2, computed with ωB97M-V with the def2-TZVPD basis set.

Cartesian coordinates (Å):
O (-1.736162, -0.098198, -0.005662)
O (0.241411, -1.224863, -0.047077)
N (1.669105, -0.874260, -0.019518)
N (1.645959, 0.361890, 0.053276)
C (-0.408233, -0.134093, -0.051135)
C (0.425967, 0.912881, -0.021377)
H (0.271416, 2.011182, -0.153537)
H (-2.109466, -0.954539, 0.245032)

Cartesian forces (eV/Å) of the 3 atoms listed first:
O -0.3 -0.2 -0.1
O 0.2 -2.8 -0.2
N -0.7 0.6 0.6

Calculated values
E_HOMO = -9.79 eV
Kohn-Sham gap = 10.2 eV
SMILES string = Oc1cnno1
E = -337.33015 Eh
Net charge = 0

These are the Mulliken partial charges, in e, on atoms 1 to 2: -0.479, -0.192